{"formula": "C36H37IrNP2S", "method": "wB97M-V/def2-TZVPD", "e_above_lowest_kj_mol": 82.1, "energy_ev": -71650.3408, "multiplicity": 6, "gap_ha": [0.21752, 0.17741], "charge": 2, "e_lumo_ev": [-5.3, -9.1], "symbols": ["Ir", "C", "C", "C", "C", "C", "C", "C", "C", "C", "H", "H", "H", "H", "H", "H", "H", "H", "H", "H", "H", "H", "H", "H", "H", "P", "P", "C", "C", "C", "C", "C", "C", "C", "C", "C", "C", "C", "C", "C", "C", "C", "C", "C", "C", "C", "C", "C", "C", "C", "C", "C", "C", "H", "H", "H", "H", "H", "H", "H", "H", "H", "H", "H", "H", "H", "H", "H", "H", "H", "H", "H", "H", "H", "H", "S", "C", "N"], "xyz": [[1.838, 1.140, 1.574], [4.496, 1.856, 2.540], [4.056, 1.121, 1.286], [4.602, -0.278, 1.082], [3.526, -1.370, 1.217], [2.356, -0.933, 2.068], [2.579, -0.256, 3.321], [3.902, -0.138, 4.024], [4.890, 1.023, 3.730], [0.069, 0.913, 2.444], [5.200, 2.656, 2.309], [4.152, 1.757, 0.399], [5.427, -0.471, 1.789], [5.043, -0.318, 0.080], [3.159, -1.670, 0.228], [3.981, -2.270, 1.653], [1.446, -1.545, 1.980], [1.722, -0.195, 4.006], [4.465, -1.083, 3.921], [3.678, -0.039, 5.099], [4.995, 1.673, 4.607], [5.903, 0.638, 3.565], [0.153, 1.046, 3.525], [-0.233, -0.124, 2.236], [-0.698, 1.589, 2.054], [-1.137, 0.525, -2.306], [-1.936, -1.143, -0.577], [-0.454, -1.070, -2.721], [-0.842, -1.975, -1.756], [-1.857, 1.264, -3.800], [-1.518, 0.777, -5.071], [-1.918, 1.476, -6.212], [-2.687, 2.639, -6.094], [-3.088, 3.087, -4.827], [-2.682, 2.405, -3.683], [0.169, 1.643, -1.799], [0.189, 1.889, -0.430], [1.306, 2.553, 0.141], [2.238, 3.205, -0.772], [2.129, 3.012, -2.130], [1.118, 2.196, -2.667], [-3.635, -1.722, -1.141], [-4.220, -1.174, -2.304], [-5.441, -1.658, -2.786], [-6.119, -2.668, -2.096], [-5.574, -3.183, -0.917], [-4.344, -2.715, -0.444], [-1.656, -2.008, 1.004], [-2.378, -1.595, 2.146], [-2.203, -2.246, 3.367], [-1.313, -3.322, 3.467], [-0.607, -3.743, 2.337], [-0.762, -3.084, 1.118], [0.164, -1.212, -3.609], [-0.604, -3.030, -1.700], [-0.925, -0.133, -5.162], [-1.614, 1.111, -7.194], [-2.974, 3.197, -6.987], [-3.708, 3.979, -4.732], [-2.978, 2.749, -2.691], [-0.608, 1.473, 0.186], [1.215, 2.989, 1.184], [3.000, 3.861, -0.351], [2.830, 3.490, -2.824], [1.053, 2.015, -3.742], [-3.726, -0.357, -2.835], [-5.875, -1.247, -3.701], [-7.071, -3.046, -2.474], [-6.112, -3.953, -0.364], [-3.941, -3.126, 0.483], [-3.066, -0.751, 2.065], [-2.762, -1.915, 4.243], [-1.175, -3.828, 4.423], [0.075, -4.592, 2.403], [-0.190, -3.409, 0.250], [2.871, 2.756, 2.986], [2.483, 2.447, 4.622], [2.151, 2.445, 5.736]], "mulliken_spin": [1.33, 0.00, 0.56, 0.00, 0.05, 0.02, 0.32, 0.01, 0.04, 0.30, 0.01, -0.03, 0.01, 0.01, 0.01, -0.01, 0.01, 0.01, 0.01, 0.01, 0.00, 0.00, 0.01, -0.05, 0.02, 0.25, 0.24, 0.01, -0.02, 0.05, 0.03, -0.01, 0.02, 0.00, 0.04, -0.06, 0.30, 0.07, 0.33, -0.08, 0.42, 0.04, 0.02, -0.01, 0.02, -0.01, 0.01, 0.10, 0.07, -0.01, 0.03, -0.01, 0.03, 0.00, 0.01, 0.00, 0.00, 0.00, 0.00, 0.00, 0.06, 0.07, 0.01, 0.00, 0.03, 0.00, 0.00, 0.00, 0.00, 0.00, 0.00, 0.00, 0.00, 0.00, 0.00, 0.25, -0.02, 0.06]}


{"formula": "C36H37NO4", "method": "wB97M-V/def2-TZVPD", "energy_ev": -47609.4999, "multiplicity": 1, "gap_ha": 0.09583, "e_lumo_ev": -2.5, "symbols": ["C", "C", "C", "C", "C", "N", "C", "C", "C", "C", "C", "C", "C", "C", "C", "C", "C", "C", "C", "C", "C", "C", "C", "C", "H", "H", "H", "H", "H", "H", "H", "H", "H", "H", "H", "H", "H", "H", "H", "H", "H", "H", "H", "H", "H", "H", "C", "C", "O", "C", "C", "C", "O", "O", "C", "C", "C", "C", "C", "C", "C", "C", "O", "H", "H", "H", "H", "H", "H", "H", "H", "H", "H", "H", "H", "H", "H", "H"], "xyz": [[-5.095, -2.494, 1.000], [-4.638, -3.794, 1.064], [-3.422, -4.077, 1.653], [-2.642, -3.059, 2.184], [-1.348, -3.369, 2.864], [-0.386, -2.251, 2.819], [0.098, -1.730, 4.116], [1.584, -1.846, 4.259], [2.339, -0.818, 4.804], [3.717, -0.895, 4.819], [4.357, -1.998, 4.291], [3.615, -3.039, 3.774], [2.238, -2.966, 3.771], [0.181, -1.885, 1.632], [1.098, -0.860, 1.509], [1.918, -0.650, 0.416], [2.887, 0.395, 0.351], [3.966, 0.317, -0.553], [4.942, 1.284, -0.561], [4.865, 2.368, 0.299], [3.800, 2.480, 1.174], [2.829, 1.510, 1.210], [-3.109, -1.759, 2.112], [-4.324, -1.474, 1.523], [-6.046, -2.273, 0.540], [-5.236, -4.592, 0.652], [-3.068, -5.092, 1.706], [-1.550, -3.632, 3.905], [-0.878, -4.247, 2.410], [-0.222, -0.688, 4.199], [-0.386, -2.270, 4.933], [1.839, 0.047, 5.207], [4.298, -0.089, 5.236], [5.434, -2.049, 4.287], [4.109, -3.902, 3.358], [1.647, -3.767, 3.362], [-0.057, -2.476, 0.768], [1.261, -0.245, 2.373], [1.883, -1.366, -0.386], [4.039, -0.533, -1.210], [5.781, 1.198, -1.231], [5.635, 3.122, 0.291], [3.730, 3.333, 1.828], [1.994, 1.615, 1.879], [-2.500, -0.970, 2.521], [-4.672, -0.455, 1.469], [2.598, 2.499, -5.013], [1.689, 1.435, -4.435], [0.548, 1.970, -3.822], [-0.276, 0.971, -3.372], [-1.510, 1.356, -2.683], [-1.692, 2.755, -2.293], [-2.764, 3.159, -1.862], [-0.637, 3.614, -2.460], [-1.045, 4.945, -2.269], [-0.170, 5.914, -3.029], [-2.575, 0.411, -2.500], [-3.729, 0.730, -1.757], [-4.794, -0.131, -1.658], [-4.747, -1.361, -2.283], [-3.619, -1.728, -2.995], [-2.556, -0.863, -3.098], [-0.006, -0.209, -3.559], [3.493, 2.067, -5.464], [2.082, 3.080, -5.779], [2.914, 3.196, -4.236], [1.334, 0.743, -5.208], [2.204, 0.835, -3.674], [-2.088, 5.007, -2.606], [-1.044, 5.136, -1.189], [-0.484, 6.949, -2.886], [0.866, 5.818, -2.708], [-0.200, 5.695, -4.097], [-3.778, 1.688, -1.276], [-5.665, 0.149, -1.085], [-5.583, -2.038, -2.208], [-3.578, -2.699, -3.460], [-1.688, -1.151, -3.662]], "lowdin_charge": [-0.08, -0.07, -0.04, -0.23, -0.10, -0.07, -0.08, -0.24, -0.05, -0.07, -0.08, -0.06, -0.04, 0.03, -0.04, 0.07, -0.20, -0.01, -0.06, -0.05, -0.06, -0.01, -0.03, -0.06, 0.11, 0.11, 0.11, 0.13, 0.13, 0.14, 0.14, 0.12, 0.11, 0.11, 0.11, 0.11, 0.16, 0.09, 0.14, 0.12, 0.11, 0.11, 0.11, 0.11, 0.11, 0.11, -0.07, -0.27, -0.02, -0.44, -0.04, -0.44, 0.00, -0.03, -0.27, -0.07, -0.16, -0.04, -0.13, -0.15, -0.11, -0.04, 0.00, 0.07, 0.07, 0.07, 0.12, 0.11, 0.12, 0.12, 0.07, 0.07, 0.08, 0.08, 0.09, 0.08, 0.09, 0.08]}


{"formula": "C36H38BaN6O5PS", "method": "wB97M-V/def2-TZVPD", "e_above_lowest_kj_mol": 0.0, "energy_ev": -77952.3936, "multiplicity": 1, "gap_ha": 0.24286, "charge": -1, "e_lumo_ev": 2.2, "symbols": ["Ba", "C", "N", "C", "C", "N", "C", "C", "C", "C", "C", "C", "N", "C", "N", "C", "C", "C", "C", "C", "C", "N", "H", "H", "H", "H", "H", "H", "H", "H", "H", "H", "H", "H", "H", "H", "H", "O", "C", "C", "O", "C", "C", "O", "C", "O", "O", "C", "C", "C", "C", "P", "C", "C", "C", "C", "C", "C", "C", "C", "C", "C", "H", "H", "H", "H", "H", "H", "H", "H", "H", "H", "H", "H", "H", "H", "H", "H", "H", "H", "H", "H", "H", "H", "H", "S", "C", "N"], "xyz": [[-1.380, 0.719, -0.604], [-3.304, 2.779, 1.611], [-1.837, 2.740, 1.612], [-1.184, 2.506, 2.911], [-0.348, 1.258, 2.981], [0.733, 1.074, 2.277], [1.139, -0.224, 2.585], [2.192, -0.987, 2.082], [2.322, -2.286, 2.537], [1.428, -2.829, 3.471], [0.388, -2.080, 3.991], [0.277, -0.771, 3.540], [-0.634, 0.227, 3.837], [-3.964, 1.488, 1.210], [-4.071, 1.073, -0.028], [-4.715, -0.159, 0.051], [-5.000, -1.084, -0.953], [-5.566, -2.283, -0.573], [-5.864, -2.559, 0.772], [-5.602, -1.647, 1.774], [-5.013, -0.450, 1.384], [-4.555, 0.643, 2.099], [-3.615, 3.530, 0.883], [-3.712, 3.079, 2.585], [-1.510, 3.620, 1.220], [-1.923, 2.480, 3.719], [-0.516, 3.344, 3.118], [2.869, -0.588, 1.339], [3.119, -2.907, 2.145], [1.543, -3.860, 3.778], [-0.332, -2.500, 4.681], [-1.583, -0.019, 4.087], [-4.753, -0.877, -1.986], [-5.760, -3.043, -1.319], [-6.270, -3.527, 1.034], [-5.773, -1.886, 2.815], [-4.385, 0.639, 3.091], [-3.443, -4.833, 2.168], [-2.913, -3.864, 1.675], [-2.400, -3.741, 0.251], [-2.422, -4.616, -0.591], [-1.901, -2.358, 0.098], [-2.065, -1.675, 1.335], [-1.778, -0.447, 1.555], [-2.679, -2.532, 2.328], [-2.971, -2.198, 3.479], [-1.431, -1.849, -0.974], [3.115, 0.265, -4.275], [1.824, 0.687, -3.574], [1.332, 2.023, -4.140], [0.759, -0.380, -3.865], [1.913, 0.809, -1.693], [2.787, -0.745, -1.260], [1.970, -1.806, -0.865], [2.510, -3.040, -0.523], [3.882, -3.225, -0.548], [4.712, -2.176, -0.925], [4.168, -0.951, -1.282], [3.020, 2.250, -1.205], [2.105, 3.482, -1.125], [4.207, 2.587, -2.110], [3.519, 1.973, 0.217], [2.924, 0.178, -5.350], [3.462, -0.706, -3.920], [3.919, 0.987, -4.142], [1.080, 1.890, -5.197], [2.098, 2.798, -4.080], [0.442, 2.387, -3.622], [0.631, -0.470, -4.948], [-0.214, -0.116, -3.444], [1.035, -1.360, -3.475], [0.892, -1.682, -0.814], [1.849, -3.843, -0.223], [4.308, -4.181, -0.269], [5.786, -2.311, -0.941], [4.834, -0.153, -1.577], [1.633, 3.730, -2.074], [2.697, 4.345, -0.806], [1.312, 3.337, -0.391], [3.885, 2.914, -3.101], [4.903, 1.760, -2.235], [4.760, 3.417, -1.658], [2.691, 1.756, 0.893], [4.021, 2.872, 0.589], [4.234, 1.149, 0.255], [-1.266, 5.591, -0.319], [-1.284, 4.224, -1.232], [-1.296, 3.214, -1.824]], "lowdin_charge": [1.82, -0.14, -0.10, -0.12, -0.35, 0.16, -0.22, -0.02, -0.10, -0.08, -0.01, -0.21, 0.16, -0.36, 0.03, -0.25, -0.01, -0.08, -0.08, -0.02, -0.20, 0.19, 0.12, 0.12, 0.00, 0.12, 0.13, 0.09, 0.09, 0.10, 0.11, 0.15, 0.11, 0.11, 0.11, 0.12, 0.16, 0.10, -0.28, -0.30, 0.08, -0.35, -0.35, -0.29, -0.33, 0.03, -0.25, -0.09, -0.70, -0.10, -0.10, 1.10, -0.37, -0.11, -0.08, -0.09, -0.08, -0.11, -0.69, -0.12, -0.09, -0.10, 0.08, 0.08, 0.06, 0.09, 0.06, 0.05, 0.09, 0.05, 0.08, 0.08, 0.12, 0.10, 0.10, 0.09, 0.06, 0.09, 0.06, 0.06, 0.06, 0.08, 0.05, 0.09, 0.07, 0.45, -1.03, -0.13]}